[1]
14
Properties=species:S:1:pos:R:3:lowdin_charge:R:1 method="wB97M-V/def2-TZVPD" smiles="CC(C)=NNO" de_lowest_kcal_mol=108.2 total_charge=0
C -0.67 -1.00 0.98 -0.04
C -0.10 -0.33 -0.23 -0.41
C -0.23 -0.99 -1.56 -0.05
N 0.60 0.74 -0.15 -0.02
N 0.47 1.63 0.91 -0.11
O 1.20 2.81 0.60 -0.09
H -1.25 -1.89 0.70 0.08
H 0.13 -1.33 1.65 0.08
H -1.29 -0.30 1.55 0.08
H 0.21 -0.37 -2.33 0.07
H -1.28 -1.17 -1.79 0.08
H 0.27 -1.96 -1.55 0.08
H 1.26 0.92 1.28 0.18
H 0.67 3.24 -0.08 0.08

[2]
13
Properties=species:S:1:pos:R:3:lowdin_charge:R:1 method="wB97M-V/def2-TZVPD" de_lowest_kcal_mol=44.4 total_charge=0
C 1.47 -0.74 0.13 -0.09
N 1.10 0.46 -0.69 -0.13
N 0.31 1.47 -0.12 0.01
C -0.78 1.05 0.36 -0.27
C -1.50 -0.20 -0.05 -0.59
Cl -3.26 0.10 -0.23 0.54
H 0.65 -1.42 0.08 0.04
H 2.29 -1.25 -0.28 0.06
H 1.70 -0.51 1.18 0.09
H 1.95 0.84 -1.07 0.10
H -1.35 1.80 1.02 0.12
H -1.42 -1.02 0.68 0.07
H -1.15 -0.58 -1.00 0.06

[3]
17
Properties=species:S:1:pos:R:3:lowdin_charge:R:1 method="wB97M-V/def2-TZVPD" de_lowest_kcal_mol=88.9 total_charge=0
C 1.64 1.17 1.00 -0.10
C 1.30 -0.05 0.15 -0.23
C -0.06 -0.62 0.40 -0.11
O -1.17 0.94 -0.12 -0.08
C -0.71 -1.46 -0.52 -0.07
C -1.68 -0.08 -1.16 -0.48
O -2.90 -0.24 -1.14 -0.01
H 2.66 1.51 0.80 0.07
H 0.95 1.98 0.79 0.07
H 1.58 0.93 2.07 0.08
H 1.39 0.18 -0.92 0.13
H 2.01 -0.87 0.34 0.13
H -0.40 -0.61 1.43 0.14
H -1.94 1.02 0.47 0.11
H -1.45 -2.16 -0.14 0.11
H -0.12 -1.84 -1.36 0.11
H -1.12 0.19 -2.08 0.14

[4]
61
Properties=species:S:1:pos:R:3:lowdin_charge:R:1 method="wB97M-V/def2-TZVPD" total_energy_ha=-2015.9183 total_charge=+1
C -3.62 -0.26 -1.43 -0.04
C -2.21 0.07 -1.87 -0.14
C -1.04 -0.98 -1.40 -0.18
C 0.39 -0.29 -0.99 -0.27
C 0.43 0.79 0.28 -0.20
C -0.27 2.26 0.10 -0.12
C 0.62 3.35 -0.76 -0.19
C -0.19 4.70 -1.22 -0.21
C -1.43 5.13 -0.25 -0.22
S -3.14 4.86 -1.06 0.79
O -3.43 5.87 -2.20 -0.35
O -4.18 5.06 0.10 -0.40
O -3.34 3.29 -1.68 -0.26
N 1.92 0.71 0.56 0.14
B 2.42 1.24 1.89 -0.42
C 1.51 1.59 3.22 -0.02
O 3.91 1.43 2.03 0.01
C 2.14 -0.80 0.62 -0.24
N 3.05 -1.55 1.32 0.09
N 1.08 -1.46 -0.25 -0.45
I 1.79 -2.99 -1.42 0.96
H -3.82 -0.18 -0.26 0.06
H -4.44 -0.62 -2.19 0.07
H -1.98 1.06 -2.49 0.11
H -0.82 -1.67 -2.34 0.10
H -1.41 -1.71 -0.55 0.09
H 1.19 -0.03 -1.80 0.15
H -0.19 0.29 1.15 0.16
H -0.39 2.73 1.19 0.11
H -1.34 2.25 -0.37 0.11
H 1.54 3.66 -0.10 0.12
H 1.07 2.86 -1.75 0.13
H -0.55 4.68 -2.35 0.14
H 0.60 5.59 -1.17 0.13
H -1.35 6.32 -0.12 0.14
H -1.39 4.70 0.84 0.12
H -4.18 2.86 -1.30 0.12
H 1.02 0.64 3.69 0.09
H 0.68 2.39 3.06 0.07
H 2.25 2.04 4.05 0.10
H 4.25 0.68 2.63 0.13
H 2.71 -1.99 2.22 0.09
H 4.03 -1.71 0.93 0.16
C -3.78 -3.98 1.58 -0.06
C -3.09 -2.62 1.54 -0.17
N -2.52 -1.50 1.52 0.11
H -3.09 -4.74 1.96 0.06
H -4.65 -3.93 2.23 0.09
H -4.10 -4.26 0.57 0.08
C -0.06 -5.67 3.44 -0.06
C 0.63 -4.32 3.40 -0.16
N 1.20 -3.19 3.37 0.09
H 0.63 -6.43 3.81 0.08
H -0.94 -5.63 4.09 0.08
H -0.38 -5.95 2.43 0.08
C 4.79 -2.78 -4.79 -0.08
C 3.62 -1.82 -4.68 -0.23
N 2.65 -1.02 -4.58 0.08
H 5.52 -2.40 -5.50 0.08
H 5.27 -2.91 -3.82 0.07
H 4.43 -3.76 -5.14 0.08

[5]
74
Properties=species:S:1:pos:R:3:lowdin_charge:R:1 method="wB97M-V/def2-TZVPD" de_lowest_kcal_mol=8.7 total_charge=-1
O -0.73 0.22 -2.65 -0.10
C 0.27 0.25 -3.68 -0.25
C -0.26 1.43 -4.44 -0.09
H 0.21 -0.71 -4.16 0.07
H 1.34 0.33 -3.42 0.08
C -1.36 1.31 -3.38 -0.56
H -0.74 1.33 -5.41 0.09
H 0.38 2.29 -4.25 0.12
C -2.61 0.73 -4.02 -0.01
H -2.33 -0.14 -4.65 0.09
H -3.03 1.49 -4.70 0.08
H -3.40 0.49 -3.30 0.08
C -1.46 2.60 -2.59 -0.03
H -0.45 2.99 -2.39 0.08
H -2.01 2.49 -1.64 0.07
H -1.96 3.32 -3.26 0.09
Mg 1.89 -1.35 -1.34 0.99
C 1.36 1.10 0.86 -0.11
C 2.56 0.35 0.81 -0.16
C 2.97 0.27 -0.57 -0.29
H 3.15 0.03 1.67 0.10
C 1.95 0.96 -1.34 -0.25
C 0.97 1.44 -0.45 -0.09
H 0.12 2.06 -0.69 0.08
H 0.83 1.42 1.76 0.10
H 3.87 -0.22 -0.98 0.08
H 2.08 1.33 -2.35 0.08
C -1.85 -0.12 1.50 -0.20
C -2.43 0.93 0.73 -0.19
C -2.59 0.43 -0.60 -0.23
H -2.65 1.95 1.05 0.06
C -2.01 -0.86 -0.67 -0.20
C -1.61 -1.24 0.64 -0.20
H -1.23 -2.22 0.91 0.06
H -1.60 -0.08 2.56 0.05
H -3.09 0.97 -1.40 0.04
H -1.89 -1.51 -1.53 0.06
O 1.00 -1.51 -5.26 -0.23
C 0.42 -0.74 -6.39 -0.16
C 0.82 -1.43 -7.69 -0.16
H 0.87 0.28 -6.39 0.12
H -0.69 -0.71 -6.29 0.12
C 1.76 -2.60 -7.26 -0.15
H 1.29 -0.71 -8.37 0.11
H -0.09 -1.79 -8.20 0.10
C 1.78 -2.65 -5.71 -0.16
H 2.72 -2.36 -7.70 0.10
H 1.39 -3.53 -7.68 0.10
H 2.79 -2.51 -5.31 0.12
H 1.31 -3.56 -5.33 0.12
C -0.80 -2.48 4.99 -0.10
C -0.30 -3.51 4.01 -0.15
C 1.07 -3.23 3.30 -0.25
C 2.23 -3.03 4.35 -0.16
C 2.00 -1.94 5.37 -0.11
C 1.40 -4.52 2.50 -0.34
O 1.58 -5.61 3.03 0.06
N 1.46 -4.42 1.09 0.20
C 1.57 -3.22 0.41 -0.52
O 1.96 -3.21 -0.80 -0.09
N 1.24 -2.08 1.03 0.15
C 0.99 -1.98 2.37 -0.39
O 0.70 -0.88 2.86 0.03
H -0.46 -2.68 6.02 0.07
H -1.89 -2.49 4.99 0.08
H -0.47 -1.48 4.67 0.06
H -0.19 -4.50 4.48 0.12
H -1.04 -3.61 3.20 0.12
H 2.38 -4.01 4.83 0.11
H 3.14 -2.79 3.78 0.12
H 1.60 -2.34 6.31 0.07
H 2.94 -1.44 5.59 0.07
H 1.31 -1.20 4.96 0.05
H 1.69 -5.26 0.55 0.16

[6]
15
Properties=species:S:1:pos:R:3:lowdin_charge:R:1 method="wB97M-V/def2-TZVPD" smiles="C=P#CC(C)C" de_lowest_kcal_mol=87.3 total_charge=0
C 2.82 -0.95 -0.80 -0.25
P 2.99 0.65 0.16 0.83
C 1.39 0.34 0.41 -0.37
C 0.08 0.18 0.02 -0.57
C -0.88 -0.54 0.94 -0.10
C -0.63 1.54 -0.40 -0.05
H 3.29 -1.76 -0.34 -0.05
H 2.01 -1.07 -1.44 -0.04
H -0.03 -0.42 -0.84 0.10
H -0.85 -0.02 1.92 0.09
H -0.58 -1.54 1.20 0.07
H -1.97 -0.48 0.51 0.12
H -1.70 1.36 -0.70 0.09
H -0.10 1.90 -1.25 0.05
H -0.50 2.33 0.38 0.09

[7]
48
Properties=species:S:1:pos:R:3:lowdin_charge:R:1 method="wB97M-V/def2-TZVPD" spin_multiplicity=6 s_squared=8.757 total_energy_ha=-4784.1004 total_charge=0
Fe 1.32 -0.92 1.34 1.08
N 1.73 -4.31 -0.98 0.20
C 1.85 -3.17 -0.29 -0.49
O 0.84 -2.52 0.02 -0.03
C 3.22 -2.68 0.10 -0.18
C 3.14 -1.19 0.35 -0.16
H 0.81 -4.67 -1.19 0.13
H 2.54 -4.84 -1.25 0.12
H 3.95 -3.00 -0.65 0.12
H 3.48 -3.22 1.02 0.12
H 3.03 -0.62 -0.57 0.07
H 3.90 -0.77 1.00 0.07
Cl -4.77 2.61 0.26 0.71
C -4.06 1.07 -0.16 -0.58
C -4.52 -0.06 0.49 -0.11
C -3.96 -1.29 0.18 -0.08
C -2.96 -1.36 -0.77 -0.12
C -2.52 -0.22 -1.41 -0.58
Cl -1.29 -0.42 -2.63 0.74
C -3.04 1.05 -1.13 -0.32
N -2.69 2.22 -1.78 0.06
C -1.35 2.62 -2.09 -0.24
C -1.08 2.98 -3.40 -0.04
C 0.16 3.47 -3.77 -0.08
C 1.15 3.60 -2.81 -0.08
C 0.88 3.26 -1.49 -0.03
C -0.36 2.77 -1.11 -0.15
C -0.58 2.44 0.35 -0.02
C 0.17 1.20 0.74 -0.59
O -0.44 0.15 1.14 -0.05
O 1.43 1.18 0.70 -0.02
H -5.30 0.04 1.22 0.10
H -4.30 -2.18 0.69 0.11
H -2.50 -2.30 -1.02 0.10
H -3.28 2.99 -1.52 0.08
H -1.87 2.86 -4.13 0.11
H 0.35 3.74 -4.79 0.10
H 2.13 3.97 -3.08 0.10
H 1.65 3.37 -0.74 0.12
H -1.64 2.33 0.60 0.11
H -0.17 3.25 0.95 0.14
Cl 1.30 -1.16 6.19 0.64
C 2.29 -2.10 5.06 -1.53
Cl 2.01 -3.82 5.30 0.63
Cl 4.00 -1.73 5.30 0.62
C 1.89 -1.66 3.64 -0.80
O 1.34 -2.48 2.86 -0.05
O 2.13 -0.48 3.28 -0.05

[8]
12
Properties=species:S:1:pos:R:3:lowdin_charge:R:1 method="wB97M-V/def2-TZVPD" smiles="CSCSC=O" de_lowest_kcal_mol=22.6 total_charge=0
C 1.91 0.55 -0.74 -0.42
S 1.49 -0.97 0.19 0.75
C 0.00 -0.50 1.13 -0.82
S -1.18 0.76 0.56 0.85
C -2.45 -0.15 -0.41 -0.52
O -2.57 -1.35 -0.40 -0.01
H 2.93 0.57 -1.11 0.03
H 1.81 1.39 -0.05 0.02
H 1.21 0.78 -1.49 0.01
H -0.53 -1.46 1.27 0.04
H 0.35 -0.13 2.09 0.02
H -2.97 0.50 -1.03 0.05

[9]
18
Properties=species:S:1:pos:R:3:lowdin_charge:R:1 method="wB97M-V/def2-TZVPD" smiles=C[C@H]1CN1CCO de_lowest_kcal_mol=79.6 total_charge=0
C 1.98 0.49 -1.22 -0.06
C 1.14 -0.50 -0.44 -0.32
C 1.28 -0.65 1.03 -0.11
N 0.13 0.04 0.47 -0.11
C -1.18 -0.56 0.63 -0.18
C -2.30 0.37 0.12 -0.31
O -1.89 1.34 -0.75 -0.06
H 1.43 0.87 -2.08 0.07
H 2.91 0.03 -1.58 0.08
H 2.25 1.34 -0.58 0.08
H 0.87 -1.41 -0.99 0.14
H 2.00 -0.04 1.58 0.11
H 1.11 -1.64 1.46 0.11
H -1.23 -1.64 0.37 0.13
H -1.67 -0.23 1.58 0.10
H -3.15 -0.21 -0.25 0.11
H -2.72 0.87 1.15 0.14
H -0.97 1.51 -0.50 0.08

[10]
96
Properties=species:S:1:pos:R:3:lowdin_charge:R:1 method="wB97M-V/def2-TZVPD" total_energy_ha=-1755.0187 total_charge=-1
C 5.81 0.59 0.12 -0.35
N 6.51 0.86 1.35 -0.22
N 7.64 -0.18 1.43 -0.08
C 7.28 -1.30 1.65 -0.88
S 6.71 -2.80 1.71 0.48
H 4.96 1.27 0.11 0.04
H 5.39 -0.43 0.02 0.02
H 6.41 0.79 -0.80 0.03
C 2.76 -2.91 -0.23 -0.08
C 1.55 -2.01 -0.07 -0.27
N 1.50 -0.93 -1.03 -0.20
C 0.53 0.10 -0.71 -0.25
C -0.96 -0.28 -0.72 -0.09
C 1.57 -1.32 -2.43 -0.25
C 0.51 -2.30 -2.96 -0.09
H 3.68 -2.32 -0.22 0.06
H 2.81 -3.62 0.59 0.07
H 2.72 -3.48 -1.16 0.06
H 1.59 -1.55 0.93 0.12
H 0.64 -2.63 -0.08 0.10
H 0.68 0.94 -1.39 0.11
H 0.78 0.48 0.28 0.11
H -1.35 -0.41 -1.73 0.05
H -1.54 0.51 -0.24 0.06
H -1.15 -1.20 -0.16 0.06
H 2.55 -1.77 -2.59 0.10
H 1.57 -0.41 -3.03 0.11
H 0.35 -3.13 -2.27 0.06
H 0.84 -2.71 -3.91 0.07
H -0.45 -1.81 -3.13 0.05
C -4.89 1.59 -2.27 -0.09
C -6.01 1.67 -1.24 -0.28
N -6.53 0.36 -0.87 -0.20
C -7.77 0.43 -0.12 -0.25
C -7.75 1.08 1.27 -0.08
C -5.55 -0.59 -0.39 -0.24
C -4.70 -0.19 0.82 -0.08
H -5.21 1.02 -3.15 0.08
H -4.62 2.59 -2.60 0.07
H -3.99 1.12 -1.87 0.05
H -6.83 2.24 -1.67 0.12
H -5.65 2.24 -0.38 0.10
H -8.17 -0.59 -0.04 0.11
H -8.49 0.97 -0.74 0.11
H -7.27 0.44 2.01 0.05
H -8.77 1.26 1.61 0.07
H -7.23 2.04 1.26 0.07
H -4.87 -0.82 -1.22 0.10
H -6.07 -1.53 -0.18 0.11
H -4.31 0.82 0.74 0.07
H -3.84 -0.86 0.90 0.07
H -5.25 -0.28 1.75 0.04
C -3.11 -2.97 6.84 -0.09
C -4.30 -2.03 6.99 -0.28
N -4.31 -0.96 6.02 -0.20
C -5.25 0.10 6.33 -0.25
C -6.74 -0.23 6.33 -0.09
C -4.26 -1.37 4.63 -0.25
C -5.36 -2.31 4.11 -0.08
H -2.17 -2.41 6.84 0.08
H -3.09 -3.68 7.66 0.07
H -3.16 -3.55 5.91 0.06
H -4.24 -1.57 7.98 0.12
H -5.22 -2.63 6.98 0.10
H -5.07 0.93 5.64 0.11
H -4.98 0.49 7.32 0.11
H -7.14 -0.35 5.32 0.05
H -7.30 0.59 6.79 0.07
H -6.96 -1.14 6.90 0.06
H -3.29 -1.86 4.45 0.10
H -4.23 -0.47 4.01 0.10
H -5.56 -3.13 4.80 0.07
H -5.05 -2.75 3.16 0.07
H -6.29 -1.78 3.93 0.05
C 6.24 4.33 -4.14 -0.09
C 7.54 3.56 -3.97 -0.28
N 7.35 2.13 -3.95 -0.20
C 8.52 1.39 -3.49 -0.25
C 9.79 1.45 -4.35 -0.09
C 6.65 1.56 -5.09 -0.25
C 7.24 1.80 -6.49 -0.09
H 5.52 4.03 -3.38 0.08
H 6.42 5.40 -4.03 0.07
H 5.79 4.18 -5.12 0.06
H 7.99 3.84 -3.02 0.12
H 8.25 3.89 -4.76 0.10
H 8.23 0.35 -3.34 0.11
H 8.76 1.77 -2.49 0.11
H 9.70 0.84 -5.25 0.05
H 10.63 1.05 -3.78 0.07
H 10.04 2.46 -4.64 0.06
H 5.63 1.95 -5.08 0.10
H 6.55 0.49 -4.91 0.12
H 7.53 2.84 -6.63 0.06
H 6.48 1.57 -7.24 0.07
H 8.10 1.17 -6.69 0.05

[11]
32
Properties=species:S:1:pos:R:3:lowdin_charge:R:1 method="wB97M-V/def2-TZVPD" smiles="O=c1[nH]nc(Sc2ncc([N+](=O)[O-])s2)n1-c1ccc(OC(F)(F)F)cc1" total_energy_ha=-2131.4422 total_charge=0
O -1.30 0.21 3.29 0.11
C -0.16 0.28 2.93 -0.60
N 0.89 0.77 3.57 0.13
N 2.03 0.55 2.75 0.08
C 1.55 0.11 1.57 -0.66
S 2.46 -0.33 0.16 1.06
C 2.68 1.30 -0.41 -0.84
N 3.18 1.62 -1.63 -0.01
C 3.02 2.95 -1.93 -0.10
C 2.57 3.72 -0.87 -0.45
N 2.50 5.11 -0.92 -0.36
O 2.95 5.70 -1.98 0.03
O 1.85 5.63 -0.01 0.05
S 2.21 2.71 0.54 1.11
N 0.19 -0.06 1.68 0.04
C -0.57 -0.95 0.85 -0.20
C -0.76 -2.29 1.19 0.01
C -1.39 -3.23 0.35 0.04
C -1.74 -2.68 -0.90 -0.23
O -2.42 -3.42 -1.86 0.08
C -3.83 -3.15 -2.04 -0.61
F -4.48 -3.07 -0.92 0.17
F -4.16 -1.92 -2.50 0.15
F -4.53 -4.12 -2.66 0.17
C -1.45 -1.34 -1.29 0.01
C -0.93 -0.42 -0.41 0.01
H 0.95 0.47 4.53 0.16
H 3.37 3.27 -2.88 0.12
H -0.61 -2.75 2.23 0.15
H -1.70 -4.19 0.64 0.11
H -1.58 -1.07 -2.32 0.12
H -0.76 0.59 -0.75 0.13

[12]
13
Properties=species:S:1:pos:R:3:lowdin_charge:R:1 method="wB97M-V/def2-TZVPD" de_lowest_kcal_mol=92.2 total_charge=-1
C -0.15 -1.91 -1.22 -0.91
C 1.42 0.30 0.26 -0.06
C 0.27 0.54 1.00 -0.26
C -0.88 1.48 0.57 -0.16
N -1.03 -1.05 -0.95 0.13
O 0.99 -2.30 -1.14 -0.03
O -1.28 -2.50 -1.63 -0.08
H 1.95 -0.58 0.54 0.01
H 1.78 0.84 -0.71 0.09
H 0.27 0.12 2.04 0.08
H -0.61 2.51 0.81 0.04
H -1.87 1.19 0.99 0.06
H -0.87 1.36 -0.56 0.06

| no. | molecular weight (g/mol) | strongest force on any atom (eV Å⁻¹) |
| --- | --- | --- |
| 1 | 88.11 | 5.1 |
| 2 | 106.56 | 2.4 |
| 3 | 102.13 | 0.3 |
| 4 | 553.26 | 10.1 |
| 5 | 495.92 | 3.0 |
| 6 | 100.10 | 4.8 |
| 7 | 585.46 | 0.4 |
| 8 | 122.21 | 3.8 |
| 9 | 101.15 | 3.6 |
| 10 | 491.90 | 1.2 |
| 11 | 405.34 | 4.1 |
| 12 | 100.10 | 2.8 |